The following is a DFT calculation (ωB97M-V with the def2-TZVPD basis set) of a molecular structure, C43H48BiI2N5O3SSe at a distorted geometry.

The geometry in XYZ format:
```
104
Properties=species:S:1:pos:R:3:mulliken_charge:R:1
Bi -0.595 -0.023 0.265 2.660
C 3.154 3.342 2.505 -2.654
C 2.799 1.934 2.926 1.501
C 3.639 0.873 2.582 0.853
C 4.916 1.148 1.823 -2.177
C 3.288 -0.434 2.935 1.368
C 4.231 -1.569 2.609 -2.371
C 2.074 -0.676 3.587 1.338
C 1.701 -2.092 3.954 -2.567
C 1.233 0.389 3.939 1.398
C -0.080 0.112 4.637 -2.038
C 1.626 1.699 3.654 0.818
C 0.838 2.896 4.131 -2.229
H 3.809 3.833 3.232 0.425
H 2.266 3.966 2.392 0.405
H 3.672 3.348 1.551 0.441
H 5.648 0.356 1.952 0.452
H 5.382 2.078 2.148 0.452
H 4.724 1.236 0.751 0.238
H 4.294 -1.742 1.531 0.345
H 3.931 -2.501 3.077 0.464
H 5.240 -1.352 2.961 0.440
H 2.304 -2.451 4.793 0.402
H 1.870 -2.778 3.124 0.396
H 0.660 -2.177 4.249 0.432
H 0.071 -0.316 5.631 0.457
H -0.684 -0.596 4.067 0.058
H -0.680 1.009 4.750 0.357
H 0.078 3.211 3.413 0.177
H 1.499 3.748 4.277 0.444
H 0.351 2.720 5.088 0.506
I -4.576 3.512 0.718 0.018
C -4.460 1.657 1.631 -0.153
C -5.544 1.217 2.408 -0.385
C -5.514 -0.005 3.010 -0.219
I -7.151 -0.597 4.159 0.048
C -4.382 -0.847 2.843 0.882
C -4.273 -2.127 3.438 -0.770
C -3.158 -2.883 3.245 -1.194
C -2.123 -2.359 2.449 -0.674
N -2.202 -1.191 1.875 0.538
C -3.297 -0.404 2.051 0.088
C -3.312 0.898 1.422 -0.047
O -2.339 1.372 0.692 -0.235
H -6.402 1.864 2.522 0.356
H -5.089 -2.492 4.047 0.148
H -3.055 -3.863 3.689 0.446
H -1.224 -2.935 2.261 0.681
O 1.105 -1.583 -1.456 -0.716
S 0.213 -2.740 -1.112 0.197
C 1.247 -4.185 -1.446 0.294
C 2.284 -4.100 -2.359 -0.191
C 3.059 -5.223 -2.604 -0.764
C 2.798 -6.413 -1.934 -0.489
C 1.766 -6.481 -1.010 -0.690
C 0.988 -5.358 -0.757 -0.308
C -0.932 -3.002 -2.440 0.897
C -2.012 -3.840 -2.245 -0.508
C -2.894 -4.040 -3.297 -0.613
C -2.689 -3.408 -4.517 -0.620
C -1.589 -2.577 -4.694 -0.576
C -0.700 -2.375 -3.648 -0.569
H 2.478 -3.161 -2.862 0.395
H 3.870 -5.170 -3.317 0.400
H 3.407 -7.286 -2.127 0.391
H 1.569 -7.403 -0.480 0.413
H 0.186 -5.399 -0.030 0.392
H -2.183 -4.308 -1.284 0.357
H -3.753 -4.683 -3.158 0.406
H -3.386 -3.564 -5.329 0.400
H -1.421 -2.083 -5.643 0.449
H 0.173 -1.743 -3.771 0.543
C -2.896 3.337 -3.498 -1.769
C -1.785 2.300 -3.646 1.503
C -0.552 2.954 -4.263 -1.648
C -2.273 1.147 -4.538 -1.743
N -1.480 1.861 -2.286 0.111
N -0.535 0.816 -2.196 -0.503
H -3.171 3.743 -4.472 0.430
H -2.564 4.155 -2.855 0.346
H -3.786 2.892 -3.050 0.372
H -0.812 3.394 -5.227 0.517
H 0.251 2.234 -4.439 0.334
H -0.171 3.743 -3.610 0.226
H -2.591 1.521 -5.513 0.513
H -3.115 0.630 -4.073 0.374
H -1.479 0.414 -4.710 0.296
H -2.308 1.506 -1.818 0.181
H 0.359 1.151 -2.546 0.359
H -0.824 -0.022 -2.660 -0.117
O -1.941 -1.007 -0.857 -1.270
Se -0.771 3.788 1.056 0.213
N 0.150 2.630 0.107 -0.035
C 1.061 3.301 -0.566 1.030
C 2.040 2.722 -1.437 -0.571
C 2.921 3.537 -2.063 -1.064
C 2.905 4.962 -1.874 -0.781
C 2.013 5.553 -1.044 -0.875
C 1.063 4.733 -0.351 0.508
N 0.160 5.176 0.514 -0.877
H 2.086 1.647 -1.564 0.744
H 3.668 3.109 -2.720 0.483
H 3.635 5.563 -2.399 0.417
H 1.999 6.622 -0.878 0.490
```

Calculated values
LUMO energy   -0.7 eV
Total charge   0
HOMO energy   -7.5 eV
Gap between HOMO and LUMO   6.8 eV

The following is a DFT calculation (ωB97M-V with the def2-TZVPD basis set) of C5H5N3 in the gas phase at a distorted geometry.

The geometry in XYZ format:
```
13
Properties=species:S:1:pos:R:3:mulliken_charge:R:1
C -2.095 0.117 0.072 -0.027
C -0.586 0.351 0.038 0.305
C 0.314 1.298 0.106 -0.124
C 2.081 -0.060 -0.073 0.136
C -0.137 -1.162 0.143 -0.491
H 0.005 2.375 0.079 0.363
H 3.233 -0.206 -0.506 0.219
H 1.812 -2.061 -0.665 0.338
H -0.840 -1.439 -0.678 0.302
H -0.539 -1.582 1.076 0.300
N -3.308 0.002 -0.189 -0.500
N 1.752 1.168 -0.033 -0.497
N 1.395 -1.219 0.076 -0.323
```

Calculated values
LUMO energy   0.1 eV
Total charge   0
SMILES   N#CC1=CN=CNC1
HOMO energy   -9.2 eV
Gap between HOMO and LUMO   9.3 eV
ΔE to the lowest compared entry with this formula, charge and spin   72.0 kcal/mol

The following is a DFT calculation (ωB97M-V with the def2-TZVPD basis set) of 2 unconnected molecules or ions with the total composition C3H9NO4 at a distorted geometry.

The geometry in XYZ format:
```
17
Properties=species:S:1:pos:R:3:mulliken_charge:R:1
O 2.115 1.525 -0.622 -0.343
C 1.073 1.641 -0.110 0.445
O 0.013 2.539 -0.321 -0.510
C 0.534 0.440 0.722 0.744
C 0.918 -0.921 0.071 -1.295
O 0.493 -1.138 -1.257 -0.425
N -0.885 0.339 1.091 -0.279
H 0.214 3.339 -0.988 0.410
H 1.300 0.401 1.563 0.369
H 0.205 -1.677 0.450 0.581
H 1.950 -0.952 0.240 0.437
H 1.031 -0.694 -1.928 0.318
H -1.389 -0.315 0.506 0.093
H -1.332 1.324 1.226 0.366
H -1.928 -2.156 -0.960 0.357
H -1.914 -1.575 0.513 0.286
O -2.398 -2.118 -0.197 -0.555
```

Calculated values
LUMO energy (alpha / beta)   -3.7 / -9.3 eV
Total charge   +1
HOMO energy (alpha / beta)   -15.6 / -15.6 eV
Gap between HOMO and LUMO (alpha / beta)   12.0 / 6.3 eV
ΔE to the lowest compared entry with this formula, charge and spin   39.9 kcal/mol
Multiplicity   2

The following is a DFT calculation (ωB97M-V with the def2-TZVPD basis set) of 3 unconnected molecules or ions with the total composition C16H27F2N3O4S at a distorted geometry.

The geometry in XYZ format:
```
53
Properties=species:S:1:pos:R:3:mulliken_charge:R:1
C -1.056 -2.620 4.120 -1.005
C -2.160 -1.494 4.203 -0.601
C -1.797 -0.281 5.119 -0.010
F -1.598 -0.817 6.425 -0.367
N -0.536 0.398 4.769 0.316
C -0.564 1.048 3.436 -1.076
C 0.902 1.130 2.852 0.824
C 1.092 1.623 1.500 -0.280
C 2.398 1.704 0.879 -0.365
C 3.586 1.304 1.625 -0.451
C 3.404 0.818 2.985 -0.571
C 2.090 0.739 3.612 -0.245
S -0.226 1.572 5.972 1.212
O 0.421 2.752 5.428 -0.581
O -1.441 2.005 6.648 -0.633
F 0.855 0.925 7.014 -0.234
H -1.448 -3.511 4.683 0.299
H -1.016 -2.963 3.047 0.263
H -0.045 -2.308 4.466 0.289
H -2.495 -1.101 3.208 0.375
H -3.079 -1.958 4.660 0.410
H -2.693 0.384 5.186 0.345
H -0.973 2.090 3.432 0.357
H -1.142 0.473 2.668 0.399
H 0.197 1.950 0.930 0.153
H 2.436 2.070 -0.171 0.288
H 4.590 1.372 1.151 0.334
H 4.295 0.523 3.578 0.327
H 2.001 0.385 4.662 0.218
C 0.025 0.574 -2.311 0.223
O 0.344 0.228 -1.187 -0.583
N -1.121 1.216 -2.634 0.198
C -1.429 1.596 -3.998 -0.830
C -2.069 1.533 -1.584 -0.881
H 0.672 0.383 -3.181 0.118
H -1.551 2.682 -4.047 0.385
H -2.358 1.109 -4.303 0.332
H -0.632 1.295 -4.674 0.136
H -1.585 2.171 -0.841 0.206
H -2.387 0.609 -1.095 0.296
H -2.936 2.045 -1.997 0.397
C -0.510 -2.103 -5.547 0.132
O -0.963 -1.234 -4.824 -0.503
N 0.624 -1.998 -6.278 0.097
C 1.101 -3.079 -7.118 -0.931
C 1.387 -0.765 -6.218 -0.841
H -1.011 -3.078 -5.665 0.237
H 2.096 -3.382 -6.783 0.336
H 1.154 -2.733 -8.152 0.336
H 0.430 -3.936 -7.063 0.290
H 1.695 -0.580 -5.186 0.210
H 0.758 0.065 -6.548 0.270
H 2.267 -0.832 -6.855 0.377
```

Calculated values
LUMO energy   0.5 eV
Total charge   0
SMILES   CC[C@@H](F)N(Cc1ccccc1)S(=O)(=O)F.CN(C)C=O.CN(C)C=O
HOMO energy   -8.7 eV
Gap between HOMO and LUMO   9.2 eV
ΔE to the lowest compared entry with this formula, charge and spin   0.0 kcal/mol

The following is a DFT calculation (ωB97M-V with the def2-TZVPD basis set) of a molecular structure, C18H30NO4P2Yb at a distorted geometry.

The geometry in XYZ format:
```
56
Properties=species:S:1:pos:R:3:mulliken_charge:R:1
C -0.734 -2.038 -3.873 -0.915
C -0.200 -1.415 -2.707 1.287
N -1.008 -1.238 -1.588 0.224
C -2.146 -1.952 -1.545 0.258
C -2.687 -2.628 -2.643 -0.672
C -1.975 -2.636 -3.841 -0.601
C 1.189 -1.173 -2.644 -1.345
P 2.282 -1.103 -1.249 0.717
Yb -0.013 1.143 -0.585 -1.018
P -2.668 -0.773 0.943 1.116
C -2.904 -2.114 -0.241 -1.013
O 0.364 1.823 -4.469 -0.156
O 1.925 2.568 -1.275 0.682
H -0.117 -2.043 -4.773 0.354
H -3.639 -3.148 -2.506 0.358
H -2.403 -3.135 -4.717 0.376
C 3.166 -2.709 -1.513 -1.247
C 3.591 -0.046 -2.027 -1.160
H -3.991 -2.206 -0.412 0.428
H -2.567 -3.029 0.280 0.418
H 1.103 1.806 -5.073 0.198
H 1.639 -1.036 -3.640 0.064
C -3.182 -1.315 2.564 -1.233
C -3.684 0.601 0.416 -1.227
H -1.871 2.594 -1.519 -0.105
H 2.413 3.035 -0.582 0.017
H 1.858 3.231 -1.994 -0.074
H -0.398 1.913 -5.078 0.201
H -1.292 -0.448 0.936 0.029
H -2.242 2.539 -0.861 0.138
H 3.832 -2.650 -2.388 0.348
H 3.750 -2.921 -0.613 0.377
H 2.430 -3.512 -1.630 0.333
H 4.009 -0.553 -2.908 0.438
H 3.207 0.943 -2.302 0.150
H 4.382 0.100 -1.281 0.385
H -4.679 0.504 0.873 0.451
H -3.241 1.544 0.756 0.225
H -3.758 0.636 -0.678 0.478
H -4.280 -1.258 2.629 0.411
H -2.841 -2.347 2.727 0.384
H -2.710 -0.665 3.317 0.388
O -0.092 2.302 1.345 -0.661
C 0.670 1.433 1.919 0.721
O 0.951 0.333 1.312 -0.606
C 1.173 1.674 3.304 0.200
C 1.692 0.614 4.054 -0.387
C 2.072 0.803 5.379 -0.506
C 1.988 2.072 5.957 -0.343
C 1.573 3.156 5.177 -0.545
C 1.195 2.960 3.851 -0.335
H 1.790 -0.365 3.599 0.447
H 2.408 -0.035 5.979 0.387
H 2.256 2.224 7.004 0.369
H 1.557 4.154 5.599 0.387
H 0.856 3.787 3.236 0.409
```

Calculated values
LUMO energy (alpha / beta)   -0.2 / -0.3 eV
Total charge   0
HOMO energy (alpha / beta)   -2.3 / -5.9 eV
Gap between HOMO and LUMO (alpha / beta)   2.1 / 5.6 eV
ΔE to the lowest compared entry with this formula, charge and spin   63.4 kcal/mol
Multiplicity   2

The following is a DFT calculation (ωB97M-V with the def2-TZVPD basis set) of 2 unconnected molecules or ions with the total composition C3H3NO2 at a distorted geometry.

The geometry in XYZ format:
```
9
Properties=species:S:1:pos:R:3:mulliken_charge:R:1
O -0.072 1.117 -1.349 -0.423
C 0.087 0.125 -0.695 0.204
C -1.077 -0.681 -0.079 0.101
O -2.206 -0.451 -0.406 -0.370
C 1.424 -0.434 -0.397 0.355
N 2.439 -0.945 -0.184 -0.293
H 0.037 1.628 0.972 0.078
H 0.163 1.103 1.478 -0.001
H -0.795 -1.461 0.658 0.350
```

Calculated values
LUMO energy   -1.9 eV
Total charge   0
SMILES   N#CC(=O)C=O.[H][H]
HOMO energy   -11.1 eV
Gap between HOMO and LUMO   9.2 eV
ΔE to the lowest compared entry with this formula, charge and spin   80.1 kcal/mol

The following is a DFT calculation (ωB97M-V with the def2-TZVPD basis set) of a molecular structure, C25H32FIrN4O2P at a distorted geometry.

The geometry in XYZ format:
```
66
Properties=species:S:1:pos:R:3:mulliken_charge:R:1
Ir 0.015 0.191 1.184 3.883
N -2.052 0.281 1.422 -0.597
C -2.602 -0.013 2.771 -0.934
C -1.613 0.472 3.811 -0.749
N -0.280 -0.111 3.556 -0.087
C -0.242 -1.556 3.865 -0.794
C 0.648 -2.232 2.859 -0.800
N 0.134 -1.878 1.508 -0.702
C 0.801 0.575 4.303 -0.859
C 0.991 1.983 3.798 -1.032
N 1.140 1.902 2.344 -0.384
H -2.192 1.268 1.180 0.413
H -2.552 -0.250 0.711 0.282
H -2.796 -1.082 2.839 0.404
H -3.556 0.496 2.906 0.549
H -1.966 0.239 4.820 0.373
H -1.539 1.555 3.729 0.399
H -1.249 -1.967 3.805 0.375
H 0.107 -1.726 4.886 0.399
H 0.659 -3.314 2.994 0.509
H 1.675 -1.879 2.902 0.298
H -0.763 -2.333 1.356 0.441
H 0.831 -2.261 0.859 0.163
H 1.716 0.006 4.133 0.460
H 0.593 0.566 5.378 0.508
H 1.866 2.428 4.275 0.474
H 0.145 2.626 4.032 0.397
H 2.090 1.666 2.069 0.249
H 0.850 2.750 1.867 0.208
O 2.647 -2.084 0.373 -0.634
C 2.558 -0.899 0.122 -0.137
O 2.063 0.000 0.961 -0.893
C 2.896 -0.340 -1.212 0.756
C 4.171 -0.306 -1.752 -0.769
C 4.345 0.169 -3.043 -0.691
C 3.251 0.573 -3.798 -0.856
C 1.975 0.534 -3.263 -0.169
C 1.792 0.096 -1.951 0.124
P 0.101 -0.008 -1.293 1.031
C -0.775 1.433 -1.919 0.770
C -0.089 2.622 -2.163 -0.648
C -0.784 3.751 -2.564 -0.906
C -2.164 3.707 -2.703 -0.602
C -2.856 2.533 -2.438 -0.997
C -2.166 1.399 -2.044 -0.726
C -0.659 -1.444 -2.102 0.919
C -0.595 -2.739 -1.583 -0.348
C -1.108 -3.812 -2.294 -0.984
C -1.681 -3.607 -3.539 -0.606
C -1.718 -2.331 -4.081 -0.877
C -1.210 -1.254 -3.373 -0.548
H 5.016 -0.653 -1.173 0.566
H 5.337 0.206 -3.471 0.440
H 3.394 0.918 -4.813 0.463
H 1.132 0.848 -3.864 0.446
H 0.985 2.669 -2.041 0.537
H -0.247 4.668 -2.766 0.476
H -2.703 4.590 -3.020 0.458
H -3.931 2.498 -2.553 0.487
H -2.712 0.482 -1.856 0.519
H -0.095 -2.943 -0.652 0.575
H -1.044 -4.811 -1.884 0.468
H -2.084 -4.444 -4.095 0.426
H -2.139 -2.170 -5.065 0.456
H -1.242 -0.270 -3.819 0.407
F -0.518 2.022 0.573 -0.780
```

Calculated values
LUMO energy (alpha / beta)   -6.6 / -7.9 eV
Total charge   +2
HOMO energy (alpha / beta)   -14.6 / -14.5 eV
Gap between HOMO and LUMO (alpha / beta)   8.0 / 6.7 eV
ΔE to the lowest compared entry with this formula, charge and spin   36.5 kcal/mol
Multiplicity   2

The following is a DFT calculation (ωB97M-V with the def2-TZVPD basis set) of a gas-phase ion, C7H11N2 (charge +1) at a distorted geometry.

The geometry in XYZ format:
```
20
Properties=species:S:1:pos:R:3:mulliken_charge:R:1
C 2.385 0.434 -0.055 -0.326
C 2.058 -0.870 0.447 -0.532
C 1.481 1.291 -0.596 -0.990
C 0.840 -1.319 0.354 -0.811
C 0.043 0.931 -0.599 -0.324
C -0.702 0.732 0.671 -0.154
C -0.220 -0.509 -0.120 0.757
N -1.389 -1.291 -0.784 -0.266
N -2.171 0.792 0.583 -0.551
H 3.370 0.739 0.049 0.469
H 2.932 -1.525 0.859 0.299
H 1.620 2.297 -0.967 0.431
H 0.524 -2.352 0.389 0.296
H -0.445 1.432 -1.332 0.609
H -0.337 1.074 1.626 0.378
H -1.455 -2.012 -0.114 0.410
H -1.344 -1.613 -1.698 0.258
H -2.431 1.653 0.170 0.230
H -2.635 0.593 1.456 0.254
H -2.122 -0.479 -0.339 0.563
```

Calculated values
LUMO energy (alpha / beta)   -2.9 / -6.0 eV
Total charge   +1
HOMO energy (alpha / beta)   -9.3 / -14.0 eV
Gap between HOMO and LUMO (alpha / beta)   6.4 / 8.0 eV
ΔE to the lowest compared entry with this formula, charge and spin   38.8 kcal/mol
Multiplicity   3

Asked for M across the records above, the calculation gives 1256.7; 107.1; 123.1; 395.5; 559.4; 85.1; 662.7; 123.2 g mol⁻¹ in order.